Density functional theory data (ωB97M-V/def2-TZVPD) for an isolated molecule of C5H12O2 at a distorted geometry.

The relative energy (zero: lowest compared OMol25 entry of this formula, charge and spin) comes out at 208.9 kJ/mol. The calculation puts the HOMO energy at -9.732 eV. The calculation puts the orbital gap at 10.665 eV. The SMILES is COC[C@@H](C)CO.

```
19
Properties=species:S:1:pos:R:3:lowdin_charge:R:1
C -0.4889 2.7429 0.0933 -0.108
O -0.1664 1.4656 -0.3991 -0.208
C 0.1342 0.5335 0.6269 -0.202
C 0.4664 -0.8132 -0.0031 -0.379
C 0.9971 -1.8242 0.9845 -0.068
C -0.4973 -1.2914 -1.0219 -0.152
O 0.0874 -0.6715 -2.3032 -0.134
H 0.3471 3.1783 0.6581 0.090
H -0.7102 3.3866 -0.7613 0.091
H -1.3686 2.7130 0.7516 0.090
H 1.0078 0.8755 1.2068 0.130
H -0.7158 0.4812 1.3317 0.135
H 1.2078 -0.6365 -0.9228 0.181
H 1.2763 -2.7596 0.4903 0.082
H 0.2911 -2.0722 1.7778 0.079
H 1.8870 -1.4174 1.4638 0.076
H -0.4530 -2.3501 -1.2606 0.119
H -1.5159 -0.9549 -0.9258 0.113
H -0.0829 0.2875 -2.2456 0.066
```